[1]
The following is a quantum chemistry calculation of an isolated ion of composition C23H20N3O2S2 and charge +1, from the Open Molecules 2025 dataset.

Each line ends with the Löwdin charge.
Geometry (Å):
C: -0.72 5.72 -3.61  -0.038
C: -0.37 5.21 -2.25  -0.252
C: 0.25 3.97 -2.11  0.037
C: 0.59 3.52 -0.85  -0.179
C: 0.34 4.27 0.29  -0.009
C: -0.29 5.50 0.14  -0.051
C: -0.64 5.96 -1.11  -0.025
H: -1.12 6.92 -1.21  0.119
H: -0.50 6.10 1.02  0.112
H: 0.63 3.91 1.26  0.118
N: 1.25 2.25 -0.72  0.065
C: 0.80 1.28 0.09  -0.470
O: -0.22 1.34 0.77  0.071
C: 1.65 0.03 0.03  -0.704
H: 1.97 -0.31 1.01  0.075
S: 3.07 0.41 -1.02  1.063
C: 2.44 2.02 -1.42  -0.676
O: 2.97 2.79 -2.16  0.125
S: 0.67 -1.33 -0.79  1.047
C: -0.58 -1.88 0.38  -0.553
N: -1.39 -2.82 0.28  0.128
C: -1.62 -3.76 -0.70  -0.272
C: -2.56 -4.74 -0.36  -0.010
C: -2.87 -5.74 -1.27  -0.063
C: -2.25 -5.76 -2.51  -0.059
C: -1.33 -4.78 -2.85  -0.062
C: -1.01 -3.79 -1.96  -0.034
H: -0.30 -3.02 -2.23  0.044
H: -0.86 -4.80 -3.82  0.112
H: -2.50 -6.54 -3.22  0.112
H: -3.59 -6.50 -1.01  0.111
H: -3.02 -4.71 0.61  0.114
N: -0.68 -1.10 1.62  0.113
H: -0.61 -0.04 1.39  0.110
C: 0.35 -1.42 2.63  -0.227
C: 0.87 -0.39 3.40  -0.026
C: 1.82 -0.68 4.36  -0.047
C: 2.26 -1.99 4.54  -0.051
C: 1.73 -3.01 3.77  -0.042
C: 0.76 -2.73 2.81  -0.004
H: 0.34 -3.52 2.21  0.119
H: 2.05 -4.02 3.91  0.118
H: 3.00 -2.21 5.29  0.116
H: 2.23 0.11 4.97  0.117
H: 0.52 0.62 3.26  0.122
H: -1.61 -1.30 2.01  0.197
H: 0.46 3.37 -2.98  0.131
H: 0.14 6.21 -4.05  0.094
H: -1.53 6.45 -3.56  0.082
H: -1.02 4.91 -4.27  0.083

Values from the calculation:
Spin multiplicity   1
Total energy   -1999.38299 Ha
Total charge   +1
SMILES string   Cc1cccc(N2C(=O)S[C@H](S/C(=N\c3ccccc3)[NH2+]c3ccccc3)C2=O)c1

[2]
The following is a quantum chemistry calculation of C4H7N3O in the gas phase, from the Open Molecules 2025 dataset.

Each line ends with the Löwdin charge.
Geometry (Å):
C: -2.44 -0.21 0.02  -0.115
C: -0.09 -0.53 -0.15  -0.295
C: 2.08 -0.52 0.12  -0.203
C: 0.35 0.81 0.00  -0.462
H: -3.31 -0.84 -0.33  0.097
H: -2.67 0.18 1.08  0.108
H: -2.11 0.63 -0.76  0.110
H: 0.93 -2.35 0.13  0.211
H: 3.08 -1.02 -0.06  0.130
H: -1.51 2.21 0.15  0.229
H: 0.21 2.87 -0.15  0.123
N: 0.97 -1.27 -0.02  0.060
N: 1.70 0.75 -0.04  0.088
N: -0.28 1.93 0.03  0.039
O: -1.35 -1.11 0.02  -0.120

Values from the calculation:
Spin multiplicity   1
Total energy   -396.00980 Ha
SMILES string   COc1[nH]cnc1N

[3]
The following is a quantum chemistry calculation of C4H7NO in the gas phase, from the Open Molecules 2025 dataset.

Each line ends with the Löwdin charge.
Geometry (Å):
C: -0.49 1.52 1.39  0.003
C: -0.14 0.34 0.54  -0.449
N: -0.77 -0.76 0.44  0.101
C: 0.02 -1.58 -0.50  -0.176
C: 0.72 -0.47 -1.28  -0.174
O: 0.97 0.51 -0.26  -0.024
H: 0.34 1.77 2.05  0.087
H: -1.38 1.30 1.98  0.084
H: -0.68 2.39 0.75  0.088
H: 0.60 -2.29 0.12  0.117
H: -0.60 -2.15 -1.19  0.106
H: -0.05 -0.07 -1.97  0.122
H: 1.46 -0.52 -2.07  0.116

Values from the calculation:
Spin multiplicity   1
Total energy   -286.58009 Ha
SMILES string   CC1=NCCO1

[4]
The following is a quantum chemistry calculation of C4H5N in the gas phase, from the Open Molecules 2025 dataset.

Each line ends with the Löwdin charge.
Geometry (Å):
C: 0.15 -1.15 0.01  -0.081
C: 0.87 -0.01 0.01  -0.026
C: -1.27 -0.79 0.00  -0.152
C: -0.23 1.09 0.00  -0.283
N: -1.46 0.48 -0.02  0.004
H: 0.58 -2.06 0.19  0.064
H: 1.87 0.14 -0.19  0.065
H: -1.99 -1.63 0.03  0.116
H: -0.19 1.62 0.97  0.124
H: -0.12 1.97 -0.83  0.170

Values from the calculation:
Spin multiplicity   1
Total energy   -210.11027 Ha
SMILES string   C1=CCN=C1

[5]
The following is a quantum chemistry calculation of a 14-piece molecular cluster, C38H112N8O14 overall, from the Open Molecules 2025 dataset.

Each line ends with the Löwdin charge.
Geometry (Å):
C: 10.19 -25.37 6.18  -0.157
O: 9.90 -24.04 6.54  -0.135
H: 11.15 -25.73 6.58  0.082
H: 9.42 -26.03 6.58  0.078
H: 10.20 -25.58 5.11  0.068
H: 10.70 -23.52 6.62  0.056
C: 3.15 -23.67 6.12  -0.154
O: 4.18 -22.85 5.58  -0.145
H: 3.20 -24.71 5.80  0.065
H: 3.25 -23.70 7.22  0.072
H: 2.20 -23.15 5.99  0.078
H: 4.82 -23.36 5.07  0.023
C: 11.28 -17.86 2.66  -0.133
O: 10.57 -19.09 2.54  -0.148
H: 11.33 -17.49 1.63  0.055
H: 10.81 -17.11 3.29  0.074
H: 12.30 -18.05 2.98  0.077
H: 9.82 -19.06 3.15  0.037
C: 10.62 -16.93 6.51  -0.140
O: 9.80 -17.06 7.68  -0.144
H: 11.49 -16.30 6.70  0.085
H: 10.86 -17.96 6.22  0.080
H: 10.02 -16.52 5.69  0.053
H: 10.24 -17.75 8.20  0.036
C: 8.01 -13.71 5.81  -0.179
O: 7.52 -14.86 6.44  -0.119
H: 7.18 -13.13 5.44  0.077
H: 8.64 -13.08 6.44  0.079
H: 8.67 -13.95 4.96  0.071
H: 8.24 -15.33 6.88  0.050
C: 6.05 -26.01 5.22  -0.118
O: 5.20 -25.30 4.30  -0.150
H: 5.45 -26.32 6.08  0.084
H: 6.41 -26.91 4.72  0.076
H: 6.91 -25.42 5.51  0.065
H: 4.50 -25.90 4.04  0.089
C: 13.28 -21.52 5.12  -0.058
C: 12.97 -22.93 4.67  -0.459
C: 13.14 -23.14 3.20  -0.212
O: 12.49 -24.32 2.77  -0.184
C: 12.75 -24.63 1.43  -0.119
N: 13.77 -23.90 5.43  0.052
H: 12.61 -20.82 4.62  0.071
H: 14.32 -21.20 5.06  0.082
H: 13.01 -21.45 6.18  0.070
H: 11.90 -23.05 4.88  0.106
H: 14.19 -23.11 2.85  0.138
H: 12.68 -22.27 2.70  0.129
H: 13.81 -24.77 1.19  0.092
H: 12.44 -23.85 0.71  0.076
H: 12.17 -25.54 1.26  0.078
H: 13.68 -24.81 4.99  0.070
H: 13.42 -24.01 6.38  0.062
C: 9.96 -28.28 2.71  -0.060
C: 8.75 -27.72 1.95  -0.421
C: 8.72 -26.20 2.13  -0.209
O: 8.18 -25.50 1.04  -0.219
C: 6.78 -25.64 0.84  -0.096
N: 8.90 -28.14 0.53  0.038
H: 10.89 -28.05 2.19  0.076
H: 9.93 -29.35 2.91  0.077
H: 9.97 -27.79 3.69  0.069
H: 7.82 -28.22 2.26  0.127
H: 9.74 -25.82 2.09  0.122
H: 8.24 -25.98 3.09  0.106
H: 6.38 -26.65 0.80  0.089
H: 6.49 -24.99 0.01  0.092
H: 6.27 -25.13 1.68  0.077
H: 8.37 -27.54 -0.10  0.059
H: 9.86 -27.94 0.25  0.066
C: 10.60 -14.41 0.40  -0.062
C: 9.54 -14.75 -0.65  -0.409
C: 8.51 -15.71 -0.14  -0.256
O: 7.90 -15.32 1.05  -0.159
C: 6.82 -16.15 1.36  -0.120
N: 8.93 -13.45 -1.07  0.023
H: 10.25 -13.84 1.26  0.075
H: 11.43 -13.85 -0.05  0.076
H: 11.07 -15.36 0.69  0.063
H: 10.03 -15.11 -1.56  0.135
H: 8.83 -16.77 -0.18  0.115
H: 7.76 -15.78 -0.96  0.121
H: 6.17 -15.60 2.06  0.091
H: 7.10 -17.08 1.87  0.080
H: 6.20 -16.44 0.51  0.090
H: 7.99 -13.67 -1.43  0.064
H: 8.72 -12.86 -0.27  0.062
C: 0.52 -17.33 8.71  -0.072
C: 1.98 -16.96 8.60  -0.444
C: 2.53 -17.37 7.24  -0.271
O: 2.61 -18.73 7.09  -0.186
C: 3.01 -19.09 5.77  -0.077
N: 2.11 -15.49 8.72  0.043
H: 0.35 -18.38 8.50  0.078
H: -0.09 -16.72 8.02  0.085
H: 0.02 -17.11 9.67  0.077
H: 2.51 -17.47 9.41  0.120
H: 3.54 -16.91 7.19  0.127
H: 1.94 -16.81 6.50  0.132
H: 3.05 -20.17 5.66  0.075
H: 3.95 -18.62 5.48  0.080
H: 2.16 -18.82 5.12  0.095
H: 2.94 -15.28 9.26  0.072
H: 1.30 -15.17 9.23  0.061
C: 12.67 -19.49 11.84  -0.072
C: 12.42 -19.42 10.33  -0.432
C: 10.97 -19.72 10.01  -0.207
O: 10.80 -19.63 8.62  -0.220
C: 9.99 -20.62 7.99  -0.066
N: 12.85 -18.08 9.87  0.045
H: 12.74 -20.50 12.25  0.077
H: 11.93 -18.92 12.42  0.080
H: 13.61 -18.98 12.07  0.073
H: 13.05 -20.17 9.83  0.136
H: 10.33 -19.05 10.61  0.131
H: 10.75 -20.72 10.40  0.133
H: 10.29 -20.60 6.94  0.074
H: 8.92 -20.39 8.09  0.083
H: 10.11 -21.62 8.44  0.094
H: 13.85 -18.12 9.71  0.074
H: 12.46 -17.88 8.95  0.052
C: 12.46 -19.68 -1.55  -0.068
C: 11.01 -20.10 -1.45  -0.432
C: 10.83 -21.50 -0.88  -0.210
O: 9.46 -21.74 -0.59  -0.179
C: 9.24 -22.56 0.51  -0.114
N: 10.34 -19.17 -0.57  0.048
H: 12.41 -18.67 -1.97  0.076
H: 13.11 -20.23 -2.24  0.074
H: 12.97 -19.65 -0.59  0.076
H: 10.52 -20.02 -2.42  0.140
H: 11.40 -21.58 0.06  0.114
H: 11.24 -22.32 -1.49  0.129
H: 9.46 -22.14 1.51  0.073
H: 9.74 -23.53 0.39  0.083
H: 8.18 -22.80 0.59  0.085
H: 10.65 -19.13 0.40  0.037
H: 9.38 -19.47 -0.46  0.074
C: 7.29 -22.84 3.85  -0.047
C: 8.09 -21.57 3.71  -0.405
C: 7.38 -20.40 4.39  -0.179
O: 8.20 -19.27 4.15  -0.225
C: 7.70 -18.13 4.82  -0.092
N: 9.42 -21.75 4.31  0.085
H: 7.85 -23.74 3.62  0.071
H: 6.36 -22.79 3.28  0.090
H: 6.99 -22.95 4.91  0.065
H: 8.20 -21.27 2.66  0.114
H: 7.31 -20.56 5.48  0.123
H: 6.38 -20.24 3.96  0.137
H: 6.63 -17.97 4.90  0.091
H: 8.07 -17.24 4.30  0.084
H: 8.17 -18.08 5.81  0.081
H: 9.42 -22.33 5.15  0.040
H: 9.73 -20.85 4.68  0.049
C: 6.96 -19.38 10.36  -0.053
C: 5.82 -19.97 9.54  -0.448
C: 5.66 -21.47 9.64  -0.207
O: 6.85 -22.11 9.24  -0.190
C: 6.70 -22.71 7.97  -0.113
N: 4.57 -19.25 9.83  0.051
H: 6.69 -19.42 11.42  0.086
H: 7.14 -18.36 10.03  0.081
H: 7.89 -19.92 10.20  0.052
H: 6.13 -19.76 8.49  0.134
H: 4.76 -21.84 9.15  0.122
H: 5.53 -21.75 10.70  0.134
H: 6.07 -23.60 8.10  0.091
H: 7.63 -23.13 7.58  0.068
H: 6.29 -22.00 7.25  0.073
H: 4.70 -18.26 9.67  0.062
H: 3.81 -19.59 9.25  0.058

Values from the calculation:
Spin multiplicity   1
Total energy   -3006.13100 Ha

What did the fourth record say?
The following is a quantum chemistry calculation of C4H5N in the gas phase, from the Open Molecules 2025 dataset.

Each line ends with the Löwdin charge.
Geometry (Å):
C: 0.15 -1.15 0.01  -0.081
C: 0.87 -0.01 0.01  -0.026
C: -1.27 -0.79 0.00  -0.152
C: -0.23 1.09 0.00  -0.283
N: -1.46 0.48 -0.02  0.004
H: 0.58 -2.06 0.19  0.064
H: 1.87 0.14 -0.19  0.065
H: -1.99 -1.63 0.03  0.116
H: -0.19 1.62 0.97  0.124
H: -0.12 1.97 -0.83  0.170

Values from the calculation:
Spin multiplicity   1
Total energy   -210.11027 Ha
SMILES string   C1=CCN=C1